The following is a quantum chemistry calculation of CH11N7 as an isolated structure, from the OMol25 dataset.

HOMO level in eV: -7.443
Gap between HOMO and LUMO in eV: 8.484
Lowest unoccupied orbital energy in eV: 1.041
Energy above the lowest of the compared OMol25 structures with the same formula, charge and spin in eV: 2.573

Geometry as XYZ:
```
19
Properties=species:S:1:pos:R:3:mulliken_charge:R:1
N -0.90 -0.26 -0.44 0.0349
N -0.86 -1.70 -0.36 -0.4911
H -0.17 -0.82 1.96 0.1811
C 2.04 0.21 -0.95 -0.7107
H 0.29 0.74 2.52 0.2526
H 3.12 0.12 -1.06 0.3289
N 0.37 0.44 0.62 0.0045
H -1.30 -2.09 0.43 0.1770
H -1.79 1.51 -1.44 0.2981
N 1.52 -0.26 0.26 -0.2099
H -1.67 2.22 -0.11 0.2322
H -2.46 0.23 0.98 0.3062
H 1.42 -0.18 -1.92 0.1962
N -2.27 1.51 -0.59 -0.6958
H 1.58 -1.25 0.39 0.2785
H 1.81 1.34 -1.00 0.2491
N -2.16 0.24 -0.08 -0.1108
H -1.00 -2.12 -1.28 0.2081
N -0.18 0.14 1.84 -0.5292
```


The following is a quantum chemistry calculation of a 5-piece molecular cluster, CH11NO4 overall, from the OMol25 dataset.

HOMO level in eV: -9.409
Structure (SMILES): C=N.O.O.O.O
Gap between HOMO and LUMO in eV: 9.768
Lowest unoccupied orbital energy in eV: 0.359
Energy above the lowest of the compared OMol25 structures with the same formula, charge and spin in eV: 1.423

Geometry as XYZ:
```
17
Properties=species:S:1:pos:R:3:mulliken_charge:R:1
H 1.34 0.33 -0.08 0.3161
O 4.39 1.47 -0.12 -0.6648
N -5.18 -1.76 2.63 -0.4640
C -5.16 -0.80 1.82 -0.2399
H 3.26 0.98 -1.47 0.3596
H 2.22 1.69 -2.26 0.2962
H 0.73 -2.09 -2.30 0.3009
H -0.14 -0.06 -0.08 0.3277
H -5.36 0.18 2.27 0.2008
H -4.95 -0.90 0.77 0.2603
O 0.50 0.49 0.34 -0.6277
H 4.17 1.08 0.75 0.3256
H -5.43 -1.68 3.61 0.2433
O 0.72 -1.29 -1.77 -0.6713
H 4.99 2.21 0.00 0.3063
H 1.39 -0.64 -2.04 0.4012
O 2.51 0.81 -2.07 -0.6702
```


The following is a quantum chemistry calculation of a 5-piece molecular cluster, CH11O4S overall, from the OMol25 dataset.

HOMO level in eV: -3.696
Total charge: -1
Gap between HOMO and LUMO in eV: 7.407
Lowest unoccupied orbital energy in eV: 3.711
Energy above the lowest of the compared OMol25 structures with the same formula, charge and spin in eV: 0.264

Geometry as XYZ:
```
17
Properties=species:S:1:pos:R:3:mulliken_charge:R:1
S 2.06 -0.32 0.45 -0.6653
O 0.95 2.59 0.21 -0.7101
H 0.30 -1.27 1.42 0.1829
H -0.77 1.94 0.69 0.4257
H -0.71 -1.53 2.55 0.2702
O -2.41 -0.81 -1.75 -0.6614
C 1.30 -0.88 -1.11 -0.3624
H 0.33 -0.38 -1.27 -0.1926
H 1.91 -0.66 -2.00 0.3035
O -1.53 1.39 0.96 -0.6580
H 1.29 1.66 0.10 0.2284
O -0.33 -1.95 1.78 -0.6369
H -1.08 0.55 1.14 0.2800
H -1.65 -0.24 -1.63 0.3377
H -2.51 -1.20 -0.87 0.3235
H 1.77 3.04 0.44 0.2690
H 1.11 -1.94 -1.11 0.2660
```


The following is a quantum chemistry calculation of a 5-piece molecular cluster, CH11O4S overall, from the OMol25 dataset.

HOMO level in eV: -4.024
Total charge: -1
Gap between HOMO and LUMO in eV: 7.648
Lowest unoccupied orbital energy in eV: 3.624
Energy above the lowest of the compared OMol25 structures with the same formula, charge and spin in eV: 1.031

Geometry as XYZ:
```
17
Properties=species:S:1:pos:R:3:mulliken_charge:R:1
H 1.94 -0.45 0.02 0.1959
H 2.98 0.82 0.78 0.3045
H -0.49 -0.29 -2.51 0.4102
O -2.32 -0.26 0.50 -0.6733
O 0.35 1.37 -2.34 -0.7545
O -1.24 -0.92 -2.40 -0.6762
C 1.96 0.40 0.85 -0.6608
H -0.28 -1.81 1.72 0.3290
H 1.91 0.03 1.86 0.1131
O -0.07 -2.22 2.58 -0.6611
H -1.75 -0.54 -1.60 0.2965
S 0.40 1.48 0.74 -0.6270
H 0.40 -1.43 3.01 0.3365
H -2.65 0.36 -0.08 0.2867
H -0.27 2.18 -2.48 0.3016
H -1.35 0.01 0.62 0.2512
H 0.47 1.29 -1.28 0.2278
```


Number 3 is which compound?
CH11O4S


What is the HOMO level in the fourth record?
-4.024 eV


What is the HOMO level in the first record?
-7.443 eV